Here is a 14-piece molecular cluster, C65H97N6O39P3 overall at a distorted geometry from OMol25. Energies are from ωB97M-V with the def2-TZVPD basis set.

Summary:
largest force on an atom	4.89	eV/Å
gap between HOMO and LUMO	0.3276	Ha
total charge	0
HOMO	-9.80	eV
LUMO	-0.89	eV

Each atom is followed by the atoms it is bonded to, with distances in Å.
Atoms and positions in Å:
1 C 1.786 -7.804 36.136  C2 1.551, H8 1.090, H9 1.090, H10 1.090
2 C 0.753 -8.552 35.254  C1 1.551, O3 1.370, H11 1.090, H12 1.090
3 O -0.463 -8.146 35.736  C2 1.370, C4 1.306
4 C -1.572 -8.400 35.094  O3 1.306, O5 1.262, O6 1.294
5 O -1.602 -8.786 33.892  C4 1.262
6 O -2.612 -8.093 35.801  C4 1.294, C7 1.434
7 C -3.968 -8.070 35.337  O6 1.434, H13 1.090, H14 1.090, H15 1.090
8 H 1.435 -7.764 37.167  C1 1.090
9 H 1.906 -6.787 35.764  C1 1.090
10 H 2.706 -8.389 36.162  C1 1.090
11 H 0.870 -9.631 35.360  C2 1.090
12 H 0.849 -8.193 34.229  C2 1.090
13 H -4.298 -7.035 35.243  C7 1.090
14 H -4.608 -8.351 36.174  C7 1.090
15 H -4.188 -8.641 34.435  C7 1.090
16 C -7.291 -16.793 31.866  C17 1.515, H23 1.090, H24 1.090, H25 1.090
17 C -7.327 -15.326 32.244  C16 1.515, O18 1.370, H26 1.090, H27 1.090
18 O -6.538 -14.720 31.303  C17 1.370, C19 1.381
19 C -6.140 -13.414 31.513  O18 1.381, O20 1.229, O21 1.357
20 O -6.478 -12.650 32.414  C19 1.229
21 O -5.379 -13.117 30.429  C19 1.357, C22 1.459
22 C -4.697 -11.827 30.434  O21 1.459, H28 1.090, H29 1.090, H30 1.090
23 H -8.052 -16.899 31.093  C16 1.090
24 H -7.633 -17.262 32.789  C16 1.090
25 H -6.301 -17.149 31.583  C16 1.090
26 H -6.932 -15.229 33.255  C17 1.090
27 H -8.364 -15.001 32.163  C17 1.090
28 H -3.816 -11.942 29.802  C22 1.090
29 H -4.317 -11.587 31.427  C22 1.090
30 H -5.211 -11.001 29.943  C22 1.090
31 C -0.341 -5.200 32.901  C32 1.549, H38 1.090, H39 1.090, H40 1.090
32 C -1.838 -5.596 32.941  C31 1.549, O33 1.400, H41 1.090, H42 1.090
33 O -2.373 -5.511 34.233  C32 1.400, C34 1.351
34 C -2.357 -4.269 34.764  O33 1.351, O35 1.215, O36 1.382
35 O -2.151 -3.212 34.201  C34 1.215
36 O -2.678 -4.319 36.107  C34 1.382, C37 1.447
37 C -2.819 -3.067 36.818  O36 1.447, H43 1.090, H44 1.090, H45 1.090
38 H -0.080 -4.324 33.495  C31 1.090
39 H -0.042 -4.978 31.877  C31 1.090
40 H 0.282 -5.986 33.327  C31 1.090
41 H -1.900 -6.659 32.710  C32 1.090
42 H -2.412 -5.114 32.149  C32 1.090
43 H -3.771 -2.577 36.608  C37 1.090
44 H -1.996 -2.412 36.532  C37 1.090
45 H -2.755 -3.202 37.897  C37 1.090
46 C -11.083 -4.215 32.131  C47 1.459, H53 1.090, H54 1.090, H55 1.090
47 C -10.244 -4.539 30.982  C46 1.459, O48 1.408, H56 1.090, H57 1.090
48 O -10.444 -3.625 29.930  C47 1.408, C49 1.396
49 C -9.727 -3.810 28.747  O48 1.396, O50 1.206, O51 1.411
50 O -8.970 -4.693 28.428  C49 1.206
51 O -10.044 -2.683 27.959  C49 1.411, C52 1.400
52 C -9.339 -2.495 26.765  O51 1.400, H58 1.090, H59 1.090, H60 1.090
53 H -10.725 -3.301 32.604  C46 1.090
54 H -10.999 -4.976 32.907  C46 1.090
55 H -12.113 -4.010 31.837  C46 1.090
56 H -10.213 -5.583 30.670  C47 1.090
57 H -9.258 -4.357 31.410  C47 1.090
58 H -9.696 -1.547 26.362  C52 1.090
59 H -9.480 -3.285 26.028  C52 1.090
60 H -8.274 -2.481 26.996  C52 1.090
61 C -8.776 -8.549 28.150  C62 1.590, H68 1.090, H69 1.090, H70 1.090
62 C -9.917 -8.012 29.119  C61 1.590, O63 1.405, H71 1.090, H72 1.090
63 O -11.124 -8.429 28.534  C62 1.405, C64 1.365
64 C -12.280 -8.233 29.233  O63 1.365, O65 1.259, O66 1.371
65 O -12.320 -7.676 30.361  C64 1.259
66 O -13.340 -8.629 28.460  C64 1.371, C67 1.408
67 C -14.660 -8.634 28.950  O66 1.408, H73 1.090, H74 1.090, H75 1.090
68 H -7.822 -8.311 28.621  C61 1.090
69 H -8.814 -7.846 27.318  C61 1.090
70 H -8.811 -9.588 27.822  C61 1.090
71 H -9.859 -6.934 29.269  C62 1.090
72 H -9.697 -8.567 30.031  C62 1.090
73 H -14.551 -8.656 30.034  C67 1.090
74 H -15.291 -9.447 28.592  C67 1.090
75 H -15.164 -7.709 28.671  C67 1.090
76 C -9.645 -11.932 30.540  C77 1.387, C81 1.427, H85 1.080
77 C -8.779 -12.328 29.531  C76 1.387, C78 1.400, H86 1.080
78 C -8.791 -13.635 29.033  C77 1.400, C79 1.428, H87 1.080
79 C -9.753 -14.558 29.546  C78 1.428, C80 1.359, N82 1.476
80 C -10.616 -14.218 30.538  C79 1.359, C81 1.420, H88 1.080
81 C -10.512 -12.917 31.099  C76 1.427, C80 1.420, H89 1.080
82 N -9.850 -15.897 28.931  C79 1.476, O83 1.215, O84 1.242
83 O -8.954 -16.241 28.186  N82 1.215
84 O -10.639 -16.756 29.355  N82 1.242
85 H -9.648 -10.919 30.916  C76 1.080
86 H -8.045 -11.656 29.111  C77 1.080
87 H -8.110 -13.902 28.239  C78 1.080
88 H -11.275 -14.928 31.017  C80 1.080
89 H -11.243 -12.768 31.880  C81 1.080
90 C -7.599 -1.367 31.104  C91 1.343, C95 1.412, H99 1.080
91 C -8.279 -0.677 32.035  C90 1.343, C92 1.407, H100 1.080
92 C -8.047 0.703 32.189  C91 1.407, C93 1.406, H101 1.080
93 C -7.028 1.330 31.449  C92 1.406, C94 1.348, N96 1.458
94 C -6.275 0.606 30.596  C93 1.348, C95 1.358, H102 1.080
95 C -6.612 -0.688 30.358  C90 1.412, C94 1.358, H103 1.080
96 N -6.676 2.726 31.677  C93 1.458, O97 1.231, O98 1.207
97 O -5.934 3.278 30.863  N96 1.231
98 O -7.186 3.305 32.605  N96 1.207
99 H -7.885 -2.403 30.992  C90 1.080
100 H -9.065 -1.105 32.640  C91 1.080
101 H -8.677 1.230 32.890  C92 1.080
102 H -5.506 1.129 30.048  C94 1.080
103 H -6.111 -1.228 29.568  C95 1.080
104 C 1.324 -7.002 30.417  C105 1.407, C109 1.396, H113 1.080
105 C 1.258 -8.104 31.289  C104 1.407, C106 1.363, H114 1.080
106 C 0.360 -9.087 30.998  C105 1.363, C107 1.400, H115 1.080
107 C -0.573 -8.976 29.960  C106 1.400, C108 1.385, N110 1.486
108 C -0.501 -7.896 29.095  C107 1.385, C109 1.380, H116 1.080
109 C 0.466 -6.936 29.318  C104 1.396, C108 1.380, H117 1.080
110 N -1.697 -9.941 29.853  C107 1.486, O111 1.235, O112 1.214
111 O -1.653 -10.925 30.598  N110 1.235
112 O -2.525 -9.737 28.989  N110 1.214
113 H 2.070 -6.231 30.545  C104 1.080
114 H 1.817 -8.133 32.212  C105 1.080
115 H 0.364 -9.874 31.737  C106 1.080
116 H -1.129 -7.794 28.223  C108 1.080
117 H 0.565 -6.008 28.774  C109 1.080
118 C -6.723 -4.982 36.056  C119 1.406, C123 1.412, H127 1.080
119 C -6.917 -6.349 36.326  C118 1.406, C120 1.398, H128 1.080
120 C -6.729 -6.792 37.638  C119 1.398, C121 1.381, H129 1.080
121 C -6.347 -5.947 38.661  C120 1.381, C122 1.424, N124 1.464
122 C -6.086 -4.583 38.348  C121 1.424, C123 1.392, H130 1.080
123 C -6.277 -4.094 37.059  C118 1.412, C122 1.392, H131 1.080
124 N -6.173 -6.400 40.042  C121 1.464, O125 1.248, O126 1.228
125 O -5.841 -5.508 40.849  N124 1.248
126 O -6.228 -7.603 40.282  N124 1.228
127 H -6.762 -4.670 35.023  C118 1.080
128 H -7.270 -7.034 35.569  C119 1.080
129 H -6.951 -7.818 37.895  C120 1.080
130 H -5.896 -3.941 39.195  C122 1.080
131 H -6.105 -3.028 37.080  C123 1.080
132 C -5.235 1.032 34.899  C133 1.374, C137 1.411, H141 1.080
133 C -5.717 -0.200 35.270  C132 1.374, C134 1.443, H142 1.080
134 C -5.299 -1.352 34.508  C133 1.443, C135 1.403, H143 1.080
135 C -4.559 -1.162 33.332  C134 1.403, C136 1.371, N138 1.499
136 C -3.955 0.047 33.100  C135 1.371, C137 1.417, H144 1.080
137 C -4.277 1.188 33.875  C132 1.411, C136 1.417, H145 1.080
138 N -4.329 -2.325 32.414  C135 1.499, O139 1.216, O140 1.211
139 O -4.713 -3.432 32.738  N138 1.216
140 O -3.801 -2.146 31.340  N138 1.211
141 H -5.555 1.911 35.441  C132 1.080
142 H -6.337 -0.386 36.134  C133 1.080
143 H -5.712 -2.316 34.766  C134 1.080
144 H -3.389 0.271 32.207  C136 1.080
145 H -3.909 2.181 33.662  C137 1.080
146 C -1.312 -13.677 33.308  C147 1.409, C151 1.364, H155 1.080
147 C -1.472 -12.333 33.700  C146 1.409, C148 1.412, H156 1.080
148 C -2.700 -11.970 34.297  C147 1.412, C149 1.395, H157 1.080
149 C -3.716 -12.911 34.459  C148 1.395, C150 1.382, N152 1.508
150 C -3.492 -14.211 34.043  C149 1.382, C151 1.338, H158 1.080
151 C -2.364 -14.539 33.403  C146 1.364, C150 1.338, H159 1.080
152 N -5.062 -12.492 34.996  C149 1.508, O153 1.222, O154 1.228
153 O -5.921 -13.325 35.246  N152 1.222
154 O -5.283 -11.287 35.074  N152 1.228
155 H -0.363 -13.966 32.880  C146 1.080
156 H -0.757 -11.535 33.564  C147 1.080
157 H -2.882 -10.945 34.585  C148 1.080
158 H -4.277 -14.950 34.098  C150 1.080
159 H -2.132 -15.532 33.048  C151 1.080
160 C -1.872 -5.686 24.712  O161 1.445, H168 1.090, H169 1.090, H170 1.090
161 O -1.900 -4.800 25.854  C160 1.445, P162 1.637
162 P -3.135 -4.831 26.929  O161 1.637, O163 1.480, O164 1.644, O166 1.632
163 O -3.186 -6.097 27.693  P162 1.480
164 O -2.861 -3.538 27.908  P162 1.644, C165 1.403
165 C -1.768 -3.538 28.787  O164 1.403, H171 1.090, H172 1.090, H173 1.090
166 O -4.476 -4.368 26.125  P162 1.632, C167 1.429
167 C -5.430 -5.286 25.586  O166 1.429, H174 1.090, H175 1.090, H176 1.090
168 H -1.036 -6.385 24.676  C160 1.090
169 H -1.863 -5.126 23.777  C160 1.090
170 H -2.762 -6.312 24.760  C160 1.090
171 H -2.172 -3.388 29.788  C165 1.090
172 H -1.126 -2.704 28.505  C165 1.090
173 H -1.207 -4.471 28.856  C165 1.090
174 H -5.060 -6.211 25.144  C167 1.090
175 H -6.002 -4.757 24.824  C167 1.090
176 H -6.082 -5.564 26.415  C167 1.090
177 C -6.886 -9.418 32.566  O178 1.418, H185 1.090, H186 1.090, H187 1.090
178 O -7.023 -8.494 31.498  C177 1.418, P179 1.647
179 P -6.529 -6.933 31.672  O178 1.647, O180 1.473, O181 1.630, O183 1.667
180 O -7.208 -6.250 32.786  P179 1.473
181 O -4.902 -7.039 31.697  P179 1.630, C182 1.401
182 C -4.209 -7.762 30.718  O181 1.401, H188 1.090, H189 1.090, H190 1.090
183 O -6.717 -6.235 30.170  P179 1.667, C184 1.402
184 C -6.185 -4.958 29.942  O183 1.402, H191 1.090, H192 1.090, H193 1.090
185 H -6.145 -10.211 32.464  C177 1.090
186 H -7.789 -10.021 32.665  C177 1.090
187 H -6.712 -8.986 33.551  C177 1.090
188 H -3.366 -8.363 31.059  C182 1.090
189 H -3.783 -7.110 29.956  C182 1.090
190 H -4.868 -8.520 30.293  C182 1.090
191 H -5.192 -5.102 29.517  C184 1.090
192 H -6.198 -4.350 30.847  C184 1.090
193 H -6.784 -4.342 29.272  C184 1.090
194 C -8.206 -10.881 35.939  O195 1.437, H202 1.090, H203 1.090, H204 1.090
195 O -8.896 -9.626 35.819  C194 1.437, P196 1.608
196 P -10.503 -9.627 35.874  O195 1.608, O197 1.462, O198 1.616, O200 1.691
197 O -11.030 -9.783 37.228  P196 1.462
198 O -11.004 -10.739 34.814  P196 1.616, C199 1.483
199 C -12.417 -11.187 34.858  O198 1.483, H205 1.090, H206 1.090, H207 1.090
200 O -10.931 -8.140 35.192  P196 1.691, C201 1.447
201 C -10.336 -7.616 33.981  O200 1.447, H208 1.090, H209 1.090, H210 1.090
202 H -7.428 -10.680 36.676  C194 1.090
203 H -7.743 -11.098 34.977  C194 1.090
204 H -8.798 -11.713 36.320  C194 1.090
205 H -12.781 -11.371 33.848  C199 1.090
206 H -13.095 -10.484 35.342  C199 1.090
207 H -12.472 -12.132 35.398  C199 1.090
208 H -10.920 -7.811 33.082  C201 1.090
209 H -9.331 -7.990 33.783  C201 1.090
210 H -10.233 -6.536 34.083  C201 1.090